1.
The following is a quantum chemistry calculation of a cluster of 2 separate species, C3H5BrO2S in total at a distorted geometry, from the Open Molecules 2025 dataset.

The geometry in XYZ format:
```
12
Properties=species:S:1:pos:R:3
Br -2.3692 -1.3144 0.0951
S -1.8117 0.9888 -0.0573
O -2.7696 1.5936 -0.9835
O -1.8815 1.4870 1.2765
C 1.1268 0.5144 -0.3080
C 1.3657 -0.8580 -0.6791
C 1.0193 -0.3978 0.7126
H 1.1627 1.5908 -0.4015
H 0.4498 -1.3668 -1.0157
H 1.4679 -0.3233 1.7247
H -0.0119 -0.6990 0.7978
H 2.2517 -1.2154 -1.1616
```

As for the energy relative to the best compared isomer or geometry (same formula, charge and spin): 3.252 eV. Its spin multiplicity is 1. The calculation puts the LUMO energy (alpha / beta) at -0.100 / -0.103 Eh. As for the HOMO energy (alpha / beta): -8.900 / -8.863 eV.

=====

2.
The following is a quantum chemistry calculation of a cluster of 2 separate species, C3H5BrO2S in total at a distorted geometry, from the Open Molecules 2025 dataset.

The geometry in XYZ format:
```
12
Properties=species:S:1:pos:R:3
Br 1.0998 -2.2562 -0.3516
S 2.4392 0.5109 -0.0783
O 2.1341 1.4517 -1.1679
O 1.6594 0.6592 1.1219
C -1.0665 -0.1028 0.5437
C -0.7720 1.0827 0.1032
C -0.6964 -1.2454 -0.3377
H -0.2579 1.1829 -0.8295
H -1.4528 -0.3023 1.5257
H -0.9219 -0.9399 -1.3027
H -1.3058 -2.0344 0.0040
H -0.8592 1.9936 0.7691
```

As for the energy relative to the best compared isomer or geometry (same formula, charge and spin): 0.371 eV. Its spin multiplicity is 1. The calculation puts the LUMO energy at -0.032 Eh. As for the HOMO energy: -9.930 eV.

=====

3.
The following is a quantum chemistry calculation of a cluster of 2 separate species, C3H5BrS in total at a distorted geometry, from the Open Molecules 2025 dataset.

The geometry in XYZ format:
```
10
Properties=species:S:1:pos:R:3
Br -0.4809 0.4668 -2.8370
S 0.9251 2.0960 1.7980
C 1.0358 -0.2936 0.4959
C -1.2465 -0.4370 -1.3304
C 0.5131 0.5423 1.3533
H 1.9804 0.0353 -0.0476
H -1.7050 -1.3695 -1.5752
H -1.4184 0.1093 -0.4239
H 0.6940 -1.2915 0.4424
H -0.2976 0.1418 2.1245
```

As for the energy relative to the best compared isomer or geometry (same formula, charge and spin): 3.757 eV. Its spin multiplicity is 1. The calculation puts the LUMO energy (alpha / beta) at -0.016 / -0.076 Eh. As for the HOMO energy (alpha / beta): -9.093 / -8.722 eV.